1.
Formula: C10H15NSi
Source: the OMol25 dataset
Level of theory: the ωB97M-V functional and the def2-TZVPD basis

```
27
Properties=species:S:1:pos:R:3:mulliken_charge:R:1
C -4.56293 0.72916 0.02106 -0.56
C -3.59994 1.68954 -0.31725 -0.33
C -4.10929 -0.45893 0.58185 -0.23
C -2.18363 1.35671 -0.34910 -0.35
C -2.73037 -0.71192 0.74938 -0.44
C -1.75746 0.21895 0.21808 0.05
C 1.12390 -3.60101 -0.06036 -0.52
C 0.90556 -2.32640 -0.32532 -0.35
C 2.98229 0.69778 -0.84269 -0.96
C 2.05326 1.84199 0.97422 -1.07
N 2.03742 0.56604 0.18316 0.29
Si 0.93088 -0.73454 0.62179 0.22
H -5.59281 0.88082 0.10146 0.38
H -3.84975 2.70441 -0.59452 0.33
H -4.98733 -1.03735 0.89254 0.27
H -1.49064 2.16525 -0.66591 0.27
H -2.20489 -1.60480 1.09527 0.26
H 0.93166 -4.30583 -0.82240 0.27
H 1.43972 -4.05183 0.91131 0.22
H 0.64217 -2.07324 -1.29084 0.38
H 2.51186 1.15251 -1.65022 0.37
H 3.89428 1.23041 -0.50312 0.33
H 3.34307 -0.33982 -1.18822 0.28
H 1.69598 1.70800 2.04588 0.26
H 3.00042 2.28096 0.95241 0.42
H 1.43201 2.52133 0.43726 0.34
H 1.14911 -1.01275 2.04039 -0.13
```

Summary:
LUMO level in hartree: 0.00660
Relative energy (zero: lowest compared OMol25 entry of this formula, charge and spin) in kcal per mole: 92.7
Largest force on an atom in eV/A: 3.76
Frontier orbital gap in eV: 8.0
Total energy in a.u.: -734.1202
Total charge: 0
Spin multiplicity: 1

---

2.
Formula: C4H5N3
Source: the OMol25 dataset
Level of theory: the ωB97M-V functional and the def2-TZVPD basis

```
12
Properties=species:S:1:pos:R:3:mulliken_charge:R:1
C -1.63295 0.87809 0.13021 -0.13
N -2.38302 -0.22726 -0.08996 -0.35
N -1.68077 -1.26463 0.03358 -0.39
C -0.40057 -0.88166 0.06957 0.28
N -0.27045 0.52976 0.02876 0.22
C 1.07260 0.66439 -0.03451 -0.54
C 1.12731 -1.04452 -0.05764 -0.46
H -1.71903 1.95262 -0.31917 0.27
H 1.47081 1.38281 -0.71167 0.33
H 1.36141 0.96201 1.00924 0.25
H 1.54397 -1.47646 0.86249 0.23
H 1.51067 -1.47514 -0.92089 0.30
```

Summary:
LUMO level in hartree: 0.02610
Relative energy (zero: lowest compared OMol25 entry of this formula, charge and spin) in kcal per mole: 107.3
Largest force on an atom in eV/A: 9.73
Frontier orbital gap in eV: 9.9
Total energy in a.u.: -319.5413
SMILES string: c1nnc2n1CC2
Total charge: 0
Spin multiplicity: 1

---

3.
Formula: C2H3NS2
Source: the OMol25 dataset
Level of theory: the ωB97M-V functional and the def2-TZVPD basis

```
8
Properties=species:S:1:pos:R:3:mulliken_charge:R:1
C 0.63804 -1.26280 -0.02409 -0.04
N 1.48553 -0.37385 -0.43940 -0.29
S 0.92885 1.15466 -0.39104 0.01
C -0.79265 0.83726 0.20686 -0.41
S -1.16582 -0.77480 0.35111 -0.14
H 0.97541 -2.44900 -0.14339 0.28
H -0.57395 1.47138 1.10265 0.31
H -1.49540 1.39716 -0.66270 0.28
```

Summary:
LUMO level in hartree: 0.02482
Relative energy (zero: lowest compared OMol25 entry of this formula, charge and spin) in kcal per mole: 38.7
Largest force on an atom in eV/A: 6.50
Frontier orbital gap in eV: 8.8
Total energy in a.u.: -929.0556
SMILES string: C1=NSCS1
Total charge: 0
Spin multiplicity: 1

---

4.
Formula: C34H31GeKN3O5
Source: the OMol25 dataset
Level of theory: the ωB97M-V functional and the def2-TZVPD basis

```
75
Properties=species:S:1:pos:R:3:mulliken_charge:R:1
K 0.48393 1.22865 2.13411 0.96
O 4.16119 4.53996 -2.46558 -0.58
C 3.47575 3.82244 -1.52594 1.14
C 3.13116 2.49234 -1.72827 -0.35
C 2.43960 1.84660 -0.71543 -0.59
N 2.09959 2.44967 0.42072 0.19
C 2.41615 3.73229 0.60600 -0.08
C 3.11208 4.46014 -0.34657 -0.62
C 1.94876 4.39215 1.93295 0.20
O 2.25621 5.58399 2.06850 -0.78
O 1.30665 3.63998 2.70221 -0.69
C 1.97745 0.39970 -0.91725 0.41
O 2.05531 -0.08053 -2.04641 -0.80
O 1.53451 -0.17076 0.14085 -0.80
H 4.33561 3.96451 -3.21761 0.29
H 3.36046 1.95530 -2.64053 0.44
H 3.34711 5.49651 -0.15010 0.54
C -1.34834 3.76414 -2.59411 -1.69
C -0.55044 3.30629 -1.37157 -0.16
C -1.38229 3.27202 -0.11109 0.79
C -1.70963 4.49330 0.47620 -0.48
C -2.45824 4.56862 1.63447 -1.13
C -2.89159 3.39835 2.24033 -0.69
C -2.56798 2.15979 1.70671 1.50
C -3.02992 0.89890 2.39445 -0.50
C -4.12302 0.14537 1.63598 -1.12
C -1.81724 2.09611 0.51915 -1.12
N -1.39807 0.80356 0.10733 1.06
C -1.57483 0.46589 -1.11094 -0.38
C -1.15106 -0.76467 -1.72131 -0.21
C -1.50063 -1.12931 -3.01141 -0.73
C -0.96104 -2.40301 -3.25411 -1.36
C -0.30614 -2.76154 -2.09460 -0.14
N -0.41583 -1.78278 -1.15758 1.11
H -0.70618 3.80899 -3.47548 0.45
H -1.77290 4.75665 -2.43125 0.38
H -2.17703 3.08730 -2.81251 0.37
H 0.27775 4.00052 -1.21076 0.28
H -0.09631 2.33796 -1.57335 -0.25
H -1.33171 5.40241 0.02190 0.46
H -2.67296 5.52983 2.08221 0.37
H -3.46750 3.44341 3.15786 0.39
H -3.40146 1.16827 3.38624 0.56
H -2.18325 0.22234 2.55382 -0.05
H -4.98873 0.79132 1.47676 0.36
H -4.45124 -0.73289 2.19552 0.34
H -3.76468 -0.18936 0.66329 0.20
H -2.11763 1.12107 -1.79937 0.23
H -2.08613 -0.52212 -3.68508 0.53
H -1.02792 -2.98990 -4.15498 0.45
H 0.23950 -3.66742 -1.87822 0.47
Ge 0.49872 -2.09301 0.49504 1.80
C 2.21759 -2.98638 0.26364 0.02
C 2.69451 -3.81203 1.27934 -0.28
C 3.91009 -4.47169 1.15321 -0.60
C 4.65770 -4.32403 -0.00643 -0.45
C 4.18995 -3.50772 -1.02727 -0.79
C 2.98189 -2.83519 -0.89262 -0.17
C -0.69562 -3.63687 0.99599 -0.29
C -1.91586 -3.34168 1.60649 -0.54
C -2.81904 -4.33755 1.95292 -0.66
C -2.51174 -5.66727 1.69752 -0.43
C -1.30446 -5.98589 1.09311 -0.77
C -0.41111 -4.97871 0.74579 0.02
H 0.25830 -1.32802 1.80779 -0.46
H 2.10736 -3.95479 2.18124 0.38
H 4.26951 -5.10221 1.95755 0.38
H 5.60475 -4.83972 -0.11085 0.36
H 4.77491 -3.38307 -1.93066 0.40
H 2.64344 -2.16335 -1.67312 0.34
H -2.17198 -2.30363 1.80859 0.11
H -3.76249 -4.07892 2.41976 0.41
H -3.21081 -6.44958 1.96774 0.36
H -1.05862 -7.02172 0.88898 0.37
H 0.52609 -5.24930 0.27010 0.30
```

Summary:
LUMO level in hartree: 0.07874
Relative energy (zero: lowest compared OMol25 entry of this formula, charge and spin) in kcal per mole: 0.0
Largest force on an atom in eV/A: 0.41
Frontier orbital gap in eV: 7.7
Total energy in a.u.: -4531.7539
Total charge: -1
Spin multiplicity: 1

---

5.
Formula: C4H8O3
Source: the OMol25 dataset
Level of theory: the ωB97M-V functional and the def2-TZVPD basis

```
15
Properties=species:S:1:pos:R:3:mulliken_charge:R:1
O 1.24078 -1.91311 0.43721 -0.64
C 0.71789 -0.82684 0.26806 0.56
C 1.55935 0.41126 0.56849 -0.35
O 2.70873 0.00982 1.25563 -0.56
C -0.75197 -0.80636 -0.14484 -0.51
C -1.57110 0.48535 -0.19532 -0.47
O -1.45846 1.21928 1.01078 -0.52
H 1.81495 0.91505 -0.38342 0.23
H 0.96402 1.12807 1.14881 0.27
H 2.67441 -0.96571 1.25288 0.39
H -0.82323 -1.28793 -1.13166 0.34
H -1.20498 -1.50772 0.56445 0.29
H -1.26686 1.09594 -1.05739 0.32
H -2.62157 0.19631 -0.36453 0.35
H -1.91895 2.06086 0.88912 0.31
```

Summary:
LUMO level in hartree: 0.02175
Relative energy (zero: lowest compared OMol25 entry of this formula, charge and spin) in kcal per mole: 35.0
Largest force on an atom in eV/A: 0.46
Frontier orbital gap in eV: 10.7
Total energy in a.u.: -382.9090
SMILES string: O=C(CO)CCO
Total charge: 0
Spin multiplicity: 1